P.
Computed, not measured: 10 unconnected molecules or ions with the total composition C5H30NO9, with wB97M-V/def2-TZVPD.

Computed properties:
* HOMO-LUMO gap: 0.360 Eh
* highest occupied orbital energy: -12.20 eV

ORCA input file:
```
! RIJCOSX wB97M-V def2-TZVPD def2/J DEFGRID3
* xyz 1 1
C -0.058 0.244 -0.617
C -1.090 0.738 -1.671
C -1.049 -0.120 -2.986
C 1.260 0.704 -3.349
C 0.218 -0.010 -3.756
N -0.751 -0.804 0.235
H 0.770 -0.343 -0.954
H 0.212 1.102 0.042
H -0.979 1.815 -1.921
H -2.172 0.774 -1.168
H -1.064 -1.176 -2.661
H -1.909 0.200 -3.669
H 1.381 1.341 -2.448
H 2.205 1.057 -3.759
H 0.179 -0.645 -4.634
H -1.557 -0.349 0.754
H -0.081 -0.934 1.083
H -0.997 -1.658 -0.104
H -3.730 -3.428 -0.761
H -2.933 -2.793 -1.828
O -3.134 -2.689 -0.871
H 3.400 -0.322 0.330
H 3.751 -1.678 -0.338
O 3.028 -1.037 -0.151
H -3.694 -1.360 1.708
H -3.581 0.010 2.553
O -3.237 -0.651 1.921
H 2.183 -1.469 2.856
H 2.063 -2.062 1.538
O 1.578 -2.103 2.416
H 3.593 2.930 0.301
H 4.302 2.419 -0.898
O 3.627 2.216 -0.229
H -0.572 -3.560 1.679
H -2.100 -3.361 1.522
O -1.235 -3.333 1.133
H 4.092 0.088 3.054
H 3.494 1.025 1.937
O 3.321 0.250 2.439
H 0.329 4.528 -0.852
H -0.202 5.045 0.464
O -0.149 4.160 -0.041
H -2.589 3.303 2.359
H -2.170 2.115 3.119
O -2.806 2.398 2.550
*
```

natural (NBO) atomic charge list, values in e, 6 entries: C -0.2411; C -0.4343; C -0.4398; C -0.4246; C -0.1784; N -0.7070

Q.
Computed, not measured: 10 unconnected molecules or ions with the total composition C5H30NO9, with wB97M-V/def2-TZVPD.

Computed properties:
* HOMO-LUMO gap: 0.359 Eh
* highest occupied orbital energy: -12.36 eV

ORCA input file:
```
! RIJCOSX wB97M-V def2-TZVPD def2/J DEFGRID3
* xyz 1 1
C -1.546 0.225 0.872
C -0.980 -0.532 -0.324
C -1.318 -2.023 -0.170
C -2.769 -2.215 -0.538
C -3.784 -2.420 0.305
N 0.562 -0.521 -0.078
H -0.778 0.469 1.607
H -1.973 1.216 0.707
H -2.449 -0.181 1.339
H -1.191 0.044 -1.213
H -1.253 -2.356 0.873
H -0.756 -2.690 -0.828
H -3.091 -2.227 -1.570
H -4.782 -2.466 -0.115
H -3.615 -2.803 1.300
H 1.080 -0.624 -0.957
H 0.891 -1.388 0.420
H 0.873 0.325 0.406
H 3.014 -1.529 -3.435
H 1.559 -1.189 -3.924
O 2.217 -1.020 -3.234
H 2.144 -0.711 3.952
H 0.985 -1.527 3.636
O 1.965 -1.601 3.645
H 1.320 -3.529 0.852
H 2.141 -2.795 1.867
O 1.816 -2.709 0.945
H 0.937 1.427 -3.442
H 0.344 2.661 -4.157
O 0.441 2.247 -3.290
H -0.386 2.516 0.305
H 0.906 3.096 0.842
O 0.052 2.694 1.129
H -4.034 1.115 -2.057
H -2.728 1.553 -1.290
O -3.136 0.833 -1.797
H 3.389 1.664 -0.089
H 3.026 1.279 1.348
O 2.676 1.313 0.466
H 0.889 1.955 2.672
H 1.129 1.170 4.023
O 1.139 1.094 3.055
H 1.703 4.057 -1.752
H 1.648 2.608 -1.331
O 1.721 3.495 -0.975
*
```

natural (NBO) atomic charge list, values in e, 6 entries: C -0.6745; C -0.0423; C -0.4729; C -0.1723; C -0.3858; N -0.7410

Winner for stability: Q

P.
Computed, not measured: 2 unconnected molecules or ions with the total composition C4H12PS, with wB97M-V/def2-TZVPD.

Computed properties:
* HOMO-LUMO gap (spin up / spin down): 0.307 / 0.307 Eh
* highest occupied orbital energy (spin up / spin down): -12.82 / -12.82 eV

ORCA input file:
```
! RIJCOSX wB97M-V def2-TZVPD def2/J DEFGRID3
* xyz 1 1
C -0.083 0.992 -1.556
C -1.476 -0.914 0.213
C 0.017 1.287 1.500
C 1.435 -0.868 0.341
P -0.069 0.162 0.098
S 2.852 -0.090 -0.263
H 0.904 1.419 -1.605
H -0.783 1.878 -1.549
H -0.489 0.214 -2.371
H -1.326 -1.507 -0.658
H -2.442 -0.407 0.146
H -1.413 -1.289 1.239
H 0.171 0.859 2.472
H -1.035 1.651 1.755
H 0.828 2.109 1.311
H 1.347 -1.381 1.378
H 1.179 -2.409 -0.830
H 3.809 -0.986 -0.027
*
```

natural (NBO) atomic charge list, values in e, 6 entries: C -0.9526; C -0.9637; C -1.0251; C -0.8343; P 1.5492; S 0.0981

Q.
Computed, not measured: a molecular structure, C4H12PS, with wB97M-V/def2-TZVPD.

Computed properties:
* HOMO-LUMO gap: 0.336 Eh
* highest occupied orbital energy: -13.50 eV

ORCA input file:
```
! RIJCOSX wB97M-V def2-TZVPD def2/J DEFGRID3
* xyz 1 1
C 1.742 -0.700 -0.527
C -0.286 -1.056 1.412
C -0.927 -0.447 -1.678
C 0.112 1.529 0.224
P 0.048 -0.198 -0.176
S -2.053 2.014 0.794
H 2.335 -1.181 0.381
H 2.335 -0.045 -1.128
H 1.870 -1.581 -1.174
H -0.905 -0.337 1.946
H 0.662 -1.044 1.985
H -0.503 -2.065 1.074
H -2.029 -0.766 -1.332
H -0.621 -1.309 -2.199
H -0.851 0.408 -2.197
H 0.671 1.915 0.996
H 0.312 2.349 -0.470
H -1.914 2.513 2.068
*
```

natural (NBO) atomic charge list, values in e, 6 entries: C -1.0320; C -0.9171; C -0.9251; C -0.7548; P 1.5302; S -0.1326

Winner for stability: Q

P.
Computed, not measured: a molecular structure, C3H10N4S, with wB97M-V/def2-TZVPD.

Computed properties:
* HOMO-LUMO gap (spin up / spin down): 0.287 / 0.287 Eh
* highest occupied orbital energy (spin up / spin down): -18.90 / -18.90 eV

ORCA input file:
```
! RIJCOSX wB97M-V def2-TZVPD def2/J DEFGRID3
* xyz 2 1
C -0.656 -0.242 -0.025
C -1.006 1.542 -1.668
C 0.443 -1.823 1.524
N 1.100 1.184 -0.505
N -0.271 1.011 -0.580
N 0.112 -0.624 0.955
N 1.543 0.576 0.651
S -2.189 -0.986 -0.596
H -0.457 2.196 -2.291
H -1.402 0.711 -2.299
H -1.802 2.323 -1.393
H 1.097 -2.304 0.900
H -0.451 -2.578 1.613
H 0.695 -1.673 2.531
H 1.542 0.924 -1.392
H 2.396 0.126 0.655
H 1.600 1.283 1.433
H -2.295 -1.647 0.488
*
```

natural (NBO) atomic charge list, values in e, 6 entries: C 0.3110; C -0.4896; C -0.4711; N -0.1700; N -0.1841; N -0.1613

Q.
Computed, not measured: 3 unconnected molecules or ions with the total composition C3H10N4S, with wB97M-V/def2-TZVPD.

Computed properties:
* HOMO-LUMO gap (spin up / spin down): 0.268 / 0.268 Eh
* highest occupied orbital energy (spin up / spin down): -17.87 / -17.88 eV

ORCA input file:
```
! RIJCOSX wB97M-V def2-TZVPD def2/J DEFGRID3
* xyz 2 1
C 0.706 0.042 -0.132
C -0.027 -1.184 -2.162
C 0.620 1.160 2.029
N -1.440 -0.430 -0.531
N -0.146 -0.471 -0.996
N 0.051 0.369 0.990
N -1.392 0.155 0.782
S 2.444 -0.459 -0.230
H -1.107 -0.527 -2.892
H 1.020 -0.966 -2.617
H -0.363 -2.229 -1.987
H -0.109 1.412 2.770
H 1.235 1.903 1.501
H 1.292 0.475 2.592
H -1.860 -0.127 -2.479
H -1.769 1.100 0.945
H -1.880 -0.514 1.533
H 2.725 0.289 0.886
*
```

natural (NBO) atomic charge list, values in e, 6 entries: C 0.3791; C -0.1341; C -0.4607; N -0.2323; N -0.2366; N -0.2007

Winner for stability: P